12
Properties=species:S:1:pos:R:3:forces:R:3 method="wB97M-V/def2-TZVPD" spin_multiplicity=1 homo_lumo_gap_ev=9.198 max_force_ev_per_a=0.4 e_above_lowest_ev=5.5148 e_homo_ev=-8.93
N 0.800 1.596 -0.061 0.0 0.3 0.0
C 0.445 0.193 -0.067 0.2 -0.2 0.0
C 1.620 -0.464 -0.258 -0.3 -0.2 0.0
O 1.347 -1.773 -0.204 0.2 0.0 0.0
N -0.026 -1.970 0.019 -0.3 0.3 0.1
C -0.567 -0.776 0.121 0.1 -0.2 0.0
N -1.916 -0.622 0.437 0.0 0.0 -0.1
H 0.440 2.172 -0.820 0.0 -0.1 0.1
H 0.700 2.084 0.828 0.0 -0.1 -0.1
H 1.940 1.040 -0.254 -0.1 0.1 0.0
H -2.394 0.037 -0.164 0.1 -0.1 0.1
H -2.391 -1.518 0.422 0.0 0.1 0.0

***

12
Properties=species:S:1:pos:R:3:forces:R:3 method="wB97M-V/def2-TZVPD" spin_multiplicity=1 homo_lumo_gap_ev=9.066 max_force_ev_per_a=2.6 e_above_lowest_ev=3.0531 e_homo_ev=-8.62
O 1.340 -1.718 -0.716 0.5 0.9 -0.4
C 0.691 -1.610 0.494 -0.2 0.4 0.2
C 0.000 -0.276 0.368 0.0 0.2 -0.3
N 0.258 0.300 -0.799 0.0 0.3 0.4
N -0.402 1.472 -0.781 -0.4 0.0 0.2
C -1.096 1.497 0.369 -0.2 0.2 0.2
N -0.844 0.452 1.126 -0.2 0.1 -0.1
H 1.195 -0.415 -1.168 -0.1 -2.6 0.5
H 1.341 -1.626 1.396 0.0 0.2 -0.3
H -0.099 -2.365 0.738 0.4 0.2 -0.6
H -0.576 2.018 -1.616 0.3 -0.2 0.2
H -1.809 2.272 0.589 0.0 0.2 0.1

***

12
Properties=species:S:1:pos:R:3:forces:R:3 method="wB97M-V/def2-TZVPD" spin_multiplicity=1 homo_lumo_gap_ev="7.886 / 7.887" max_force_ev_per_a=1.0 e_above_lowest_ev=5.8257 e_homo_ev="-9.49 / -9.49"
O 2.009 -0.465 -2.104 -0.1 0.0 -0.2
C 1.459 0.166 -0.985 0.0 0.1 0.3
C 0.122 -0.408 -0.645 -0.7 -0.5 -0.2
N -0.823 -1.079 -0.830 0.8 0.6 0.2
N -2.428 -0.366 1.114 0.1 0.3 0.2
C -1.430 0.369 1.366 0.2 -0.3 -0.5
N -0.244 0.654 0.996 -0.6 -0.1 0.2
H 1.375 -0.403 -2.831 0.2 0.0 0.0
H 1.327 1.249 -1.108 0.0 -0.2 0.0
H 2.132 0.002 -0.142 -0.1 0.0 -0.1
H -3.273 -0.211 1.650 0.1 0.0 0.1
H -1.284 1.157 2.189 0.1 0.1 0.0

***

12
Properties=species:S:1:pos:R:3:forces:R:3 method="wB97M-V/def2-TZVPD" spin_multiplicity=1 homo_lumo_gap_ev=9.151 max_force_ev_per_a=5.6 e_above_lowest_ev=6.5322 e_homo_ev=-8.57
C -0.573 1.232 0.026 3.4 3.2 0.0
C 0.896 1.340 -0.003 -1.1 -4.6 -1.4
C 1.225 -0.188 -0.044 1.8 2.0 2.1
H -1.759 -1.943 -0.603 -1.3 5.1 1.8
H -2.566 -0.777 0.941 1.1 -0.5 -4.8
H -1.205 2.244 0.145 0.8 -3.2 -0.6
H 1.669 2.079 -0.390 -1.7 -0.8 1.1
H 2.490 -1.571 -0.148 0.4 -1.4 -0.1
N -2.121 -0.687 -0.247 -0.5 -3.5 4.1
N -0.881 -0.063 0.105 -0.1 -2.7 0.0
N 0.177 -1.016 0.230 1.4 4.4 -2.0
O 2.647 -0.650 -0.012 -4.2 1.8 -0.1

***

12
Properties=species:S:1:pos:R:3:forces:R:3 method="wB97M-V/def2-TZVPD" spin_multiplicity=1 homo_lumo_gap_ev=9.237 smiles=Cn1nncc1O max_force_ev_per_a=4.0 e_above_lowest_ev=2.9755 e_homo_ev=-8.92
C 1.636 0.179 0.353 -0.7 -1.3 -0.3
C -1.966 0.263 -0.178 2.1 -1.1 -0.4
C -0.662 -0.440 -0.322 -3.9 0.9 -0.5
H 2.009 -0.400 -0.554 -0.5 1.3 1.0
H 1.810 -0.440 1.204 0.7 -0.5 0.7
H 2.048 1.144 0.537 0.6 0.6 -0.3
H -3.005 0.096 -0.686 2.4 0.2 1.4
H 0.402 -1.787 -1.327 1.0 0.4 -0.4
N 0.185 0.352 0.349 1.5 -2.9 -2.3
N -0.377 1.370 0.872 -1.6 2.3 1.3
N -1.663 1.332 0.621 -0.4 -0.4 -0.9
O -0.415 -1.669 -0.869 -1.2 0.6 0.9

***

12
Properties=species:S:1:pos:R:3:forces:R:3 method="wB97M-V/def2-TZVPD" spin_multiplicity=1 homo_lumo_gap_ev=9.194 smiles=ONc1cc[nH]n1 max_force_ev_per_a=7.5 e_above_lowest_ev=4.9061 e_homo_ev=-8.22
C -0.260 -0.668 -0.205 -1.6 7.3 -0.3
C 0.058 0.857 -0.282 5.8 -3.7 0.1
C 1.511 0.769 -0.225 -4.1 0.2 1.5
H -2.058 0.572 0.938 1.1 0.1 1.7
H -2.164 -1.624 -0.166 1.3 0.1 -0.1
H -0.466 1.759 -0.294 -1.1 0.7 -0.4
H 2.284 1.561 -0.016 -0.9 -1.2 -0.6
H 2.564 -0.731 0.582 -0.3 -0.8 -0.7
N -1.561 -0.829 -0.421 -5.1 -0.7 0.7
N 1.750 -0.561 -0.008 4.5 1.9 0.1
N 0.737 -1.399 -0.013 0.5 -2.3 0.7
O -2.393 0.293 0.112 -0.1 -1.7 -2.9

***

| no. | DFT total energy (Eh) |
| --- | --- |
| 1 | -356.65471 |
| 2 | -356.74518 |
| 3 | -356.64329 |
| 4 | -356.61732 |
| 5 | -356.74803 |
| 6 | -356.67708 |